1.
{
  "formula": "C3H13N3",
  "method": "wB97M-V/def2-TZVPD",
  "homo_energy_ev": [-6.92, -6.92],
  "lumo_energy_ev": [0.452, 0.452],
  "molar_mass_da": 91.16,
  "total_energy_ha": -286.1711,
  "symbols": ["C", "C", "H", "H", "H", "C", "N", "H", "H", "H", "N", "H", "H", "H", "H", "H", "N", "H", "H"],
  "coordinates": [[0.7995, 0.1598, 0.5392], [1.3346, -1.2659, 0.6170], [-2.0534, 1.4669, -0.4462], [-1.1484, 0.0272, -2.1460], [2.4224, -1.3109, 0.7765], [1.5523, 1.0027, -0.4870], [-2.4661, 0.6106, -0.0728], [0.9012, 0.6345, 1.5242], [1.3978, 0.6226, -1.5066], [0.8646, -1.8331, 1.4270], [-1.2363, -0.4043, -1.2370], [1.2253, 2.0473, -0.4756], [-0.4093, -0.1964, -0.4423], [1.1390, -1.8136, -0.3155], [-0.8914, 0.4672, 1.1371], [-2.3733, -0.3764, 1.5797], [-1.9783, 0.4475, 1.1343], [-1.7215, -1.2874, -1.2785], [2.6411, 1.0018, -0.3276]],
  "forces_ev_per_a": [[-0.2630, -0.0007, -0.1288], [0.0654, 0.0809, -0.0061], [0.0498, -0.0916, 0.0000], [-0.0036, -0.0408, 0.0310], [-0.0518, -0.0028, -0.0147], [0.0604, -0.0690, 0.0749], [0.4715, -0.2532, 0.0133], [0.0384, -0.0069, -0.0013], [-0.0086, 0.0014, 0.0272], [0.0189, 0.0221, -0.0303], [-0.4171, 0.3145, 0.3691], [0.0126, -0.0405, 0.0026], [0.1400, 0.0554, 0.1353], [-0.0045, 0.0236, 0.0208], [0.0042, 0.0377, -0.0990], [-0.0172, 0.0744, -0.0609], [-0.0661, -0.1374, -0.2917], [0.0216, 0.0360, -0.0208], [-0.0509, -0.0031, -0.0206]]
}

2.
{
  "formula": "C3H13N3O",
  "method": "wB97M-V/def2-TZVPD",
  "homo_energy_ev": -9.07,
  "smiles": "CNCO.NCN",
  "lumo_energy_ev": 0.942,
  "molar_mass_da": 107.16,
  "total_energy_ha": -361.5770,
  "symbols": ["H", "H", "H", "N", "H", "H", "C", "N", "H", "H", "N", "O", "H", "C", "H", "H", "H", "C", "H", "H"],
  "coordinates": [[2.7551, -0.3082, -2.0558], [1.1582, -2.1074, -2.5599], [-2.7737, 0.7881, 1.8478], [-1.5011, 2.0622, 2.8408], [-0.6624, -2.6526, -0.4231], [0.7080, -0.9259, 0.0510], [-1.7014, 0.9742, 1.9006], [-1.1959, 1.1287, 0.5432], [-1.2427, 0.0763, 2.3065], [2.0648, -2.0087, -0.3444], [0.8706, -1.3331, -1.9715], [0.2667, -2.8995, -0.3386], [-0.1850, 1.1080, 0.5267], [1.6905, -0.1625, -2.2785], [1.6042, 0.0670, -3.3376], [-0.5602, 2.4325, 2.8059], [1.3332, 0.6940, -1.7122], [1.0298, -1.7448, -0.5944], [-1.5142, 1.9860, 0.1112], [-2.1444, 2.8255, 2.6824]],
  "forces_ev_per_a": [[0.0561, 0.0396, 0.0788], [-0.0561, -0.0112, -0.0096], [-0.0227, -0.0198, 0.0066], [-0.0547, 0.0676, 0.1569], [0.0724, -0.0212, -0.0699], [0.0666, 0.1815, 0.0088], [0.0018, 0.1414, -0.1555], [-0.0619, -0.1959, 0.0395], [0.0707, -0.1163, 0.0557], [0.0221, -0.0261, 0.0441], [0.2087, 0.2240, -0.0077], [-0.0246, 0.0277, 0.0860], [0.0116, 0.1379, -0.0251], [-0.0767, -0.3193, -0.1128], [-0.0498, 0.0768, -0.0397], [0.0278, -0.0621, 0.0061], [-0.0499, 0.1064, 0.0551], [-0.1704, -0.2837, -0.0487], [0.0133, 0.0284, 0.0062], [0.0158, 0.0244, -0.0748]]
}

3.
{
  "formula": "C3H13N3O",
  "method": "wB97M-V/def2-TZVPD",
  "homo_energy_ev": -8.51,
  "smiles": "CN(N)O.CNC",
  "lumo_energy_ev": 0.953,
  "molar_mass_da": 107.16,
  "total_energy_ha": -361.4511,
  "symbols": ["H", "H", "N", "N", "C", "H", "H", "H", "H", "H", "H", "C", "H", "C", "H", "H", "N", "O", "H", "H"],
  "coordinates": [[0.2157, -0.7040, -1.7329], [-3.0411, 0.0533, -1.3926], [1.6348, 0.7986, 1.1719], [-0.6464, -1.9003, -0.1422], [0.4467, 1.7015, 0.8263], [-3.2654, -1.3670, -0.3396], [1.8464, -0.6945, -0.2930], [2.2899, 1.4004, 1.6763], [-1.1756, -2.7428, 0.0915], [0.0514, 2.1871, 1.7236], [0.8850, 2.4931, 0.2118], [2.4297, 0.1006, 0.1765], [3.2701, -0.4040, 0.6637], [-2.5675, -0.5737, -0.6302], [-0.5370, -1.3717, 0.7281], [-0.4583, 1.2826, 0.3917], [-1.3141, -1.1389, -1.1365], [-0.5079, 0.0275, -1.6497], [-2.3959, 0.0757, 0.2364], [2.8395, 0.7764, -0.5814]],
  "forces_ev_per_a": [[-0.4439, 2.8187, -0.6507], [0.1705, -0.2860, -0.0449], [-1.1358, 0.5282, 1.2376], [0.9189, 0.9554, 0.2742], [1.7814, 0.0340, 0.1963], [0.3235, 0.0217, -0.1624], [0.0338, 0.1651, -0.0875], [-0.5302, -0.2660, -0.0138], [0.0657, 0.3617, -0.7050], [0.6009, -0.1892, 0.2969], [-0.7155, 0.1694, -0.4344], [-0.5224, 0.1181, -0.3530], [-0.1386, 0.2018, 0.1166], [0.1272, 0.5601, -0.1160], [-0.0460, 0.0973, -0.0072], [0.7155, -0.5683, -0.4378], [-2.6788, 0.1875, -0.3111], [1.4037, -4.7694, 1.3452], [0.0604, -0.0534, 0.1773], [0.0097, -0.0866, -0.3206]]
}

4.
{
  "formula": "C3H13N3OP",
  "method": "wB97M-V/def2-TZVPD",
  "homo_energy_ev": -12.77,
  "lumo_energy_ev": -3.673,
  "molar_mass_da": 138.13,
  "total_energy_ha": -702.6838,
  "charge": 1,
  "symbols": ["C", "H", "H", "H", "H", "N", "H", "H", "H", "N", "P", "H", "C", "H", "O", "H", "C", "N", "H", "H", "H"],
  "coordinates": [[-0.3329, -0.9938, -1.4034], [0.2632, -2.8035, 2.8568], [1.8784, -1.7814, 1.1528], [-0.8902, -1.8815, 2.0068], [-0.8734, -1.3723, -2.2731], [0.6314, 1.0628, -0.1592], [1.5312, 3.1864, -0.4044], [-0.6513, 2.3682, -1.9830], [-1.5487, 1.1458, -2.8339], [-0.8991, 1.3699, -2.1379], [0.5730, 2.6847, 0.4555], [1.2458, -0.9746, 2.3601], [0.0549, -2.3777, 1.8602], [-0.7188, -1.1080, -0.3737], [-0.9291, 3.2773, -0.0829], [0.7644, 0.2686, 0.5132], [-0.2662, 0.4746, -1.4552], [1.0084, -1.3304, 1.3950], [-1.5474, 3.3745, 0.7210], [0.0404, -3.1875, 1.0861], [0.6660, -1.4022, -1.3007]],
  "forces_ev_per_a": [[-0.2850, 1.0198, -0.0472], [0.4242, -0.0235, -0.5476], [0.2918, -0.2177, -0.3063], [-0.6523, -0.1197, -0.3977], [-0.1704, -0.4265, 0.5476], [-2.9950, -1.5443, -4.1346], [-0.3331, 0.7767, -1.0830], [-0.6978, -0.9594, -0.0250], [-0.9717, -0.4594, -1.3206], [2.0032, 0.6650, 1.1460], [-1.0625, -1.0411, 1.1228], [0.1480, 0.5038, -1.5397], [0.0934, -0.8644, -0.8407], [-0.5788, -0.6781, -0.6993], [0.1468, -0.1150, 1.6474], [-0.2328, 0.3110, -0.5408], [3.3489, 2.6575, 5.2901], [0.3096, 0.0297, 3.0917], [1.4941, -0.1477, -1.8183], [-0.4855, 0.6000, 0.8636], [0.2048, 0.0333, -0.4082]]
}

5.
{
  "formula": "C3H13N4",
  "method": "wB97M-V/def2-TZVPD",
  "homo_energy_ev": -12.47,
  "lumo_energy_ev": -7.426,
  "molar_mass_da": 105.16,
  "total_energy_ha": -340.7015,
  "charge": 1,
  "symbols": ["H", "H", "H", "H", "H", "H", "H", "H", "N", "C", "N", "H", "H", "H", "N", "H", "H", "C", "N", "C"],
  "coordinates": [[-0.3644, 2.8038, 1.8558], [-0.6461, 1.1666, 2.9027], [1.0861, -2.8719, -0.8008], [-0.3597, 0.9322, -0.2013], [-0.3092, -3.5725, -1.1732], [1.3954, -0.4953, -1.6936], [-0.7062, 1.4518, -1.7070], [-1.8678, 1.1068, 1.5330], [0.2756, -2.7759, -1.4009], [-0.4336, -1.5384, -1.0940], [-0.8957, 0.7657, 1.5442], [0.1027, -0.3012, -2.7665], [-0.5332, -1.3602, -0.0163], [1.6993, 1.7771, 1.1475], [-0.0181, 0.9619, -1.1547], [-1.4175, -1.5945, -1.5555], [1.4824, 0.5794, 2.2631], [0.3153, -0.3448, -1.7095], [1.2832, 1.5570, 2.0506], [-0.0885, 1.7524, 1.9765]],
  "forces_ev_per_a": [[-0.3360, -0.0596, 0.3557], [-0.8722, -0.8239, -0.0533], [0.1628, 0.0693, -0.1155], [0.0445, -0.3522, -0.1149], [-0.0314, -0.0085, -0.2146], [0.0768, -0.1255, 0.4989], [-0.1149, -0.0013, -0.0769], [-0.1495, -0.0729, -0.1138], [-0.2290, -0.0010, 0.3159], [0.5582, 0.0271, -0.3379], [-0.5768, -0.1967, 2.1521], [-0.2081, -0.0599, -0.3860], [-0.1859, 0.0480, 0.0990], [0.3409, 0.5937, 0.1770], [0.0797, 0.3937, -0.0013], [-0.1819, 0.0180, 0.2152], [0.2125, 0.0815, -0.1569], [0.0848, -0.0771, -0.1872], [-0.8590, -0.9575, 0.3657], [2.1843, 1.5049, -2.4213]]
}

6.
{
  "formula": "C3H13N4S",
  "method": "wB97M-V/def2-TZVPD",
  "homo_energy_ev": -13.65,
  "smiles": "C[C@](N)([NH3+])[C@@H](N)NS",
  "lumo_energy_ev": -2.944,
  "molar_mass_da": 137.23,
  "total_energy_ha": -738.9987,
  "charge": 1,
  "symbols": ["C", "H", "H", "H", "H", "C", "N", "H", "N", "N", "H", "H", "H", "H", "H", "C", "H", "H", "N", "H", "S"],
  "coordinates": [[-0.2149, 0.4830, 0.3819], [-2.1536, 0.4917, 0.5754], [-0.0147, 0.1553, 2.2406], [-0.2038, 1.5648, -1.3813], [1.4190, 0.9480, -0.9205], [-0.4828, -1.0336, -0.2393], [0.7014, 0.1961, 1.5480], [1.3416, -0.5895, 1.1803], [0.6705, -1.3379, -1.0227], [-1.4010, 0.9467, 1.0957], [1.1330, 1.0177, 1.9183], [0.8659, 2.4249, -0.0439], [-0.7601, -1.8267, 0.5810], [-1.5384, -0.3431, -1.7607], [2.6412, -0.1211, -0.3460], [0.6129, 1.5024, -0.5593], [-1.5150, 1.9356, 0.8918], [0.3528, -2.1301, -1.5172], [-1.6875, -0.9624, -0.9932], [-1.8990, -1.8467, -1.3583], [2.1324, -1.4753, -0.2706]],
  "forces_ev_per_a": [[1.0739, -0.3038, 0.6860], [-0.4676, 0.0646, 0.4430], [-0.6817, -1.8316, 1.3205], [1.9057, 0.8852, 0.8260], [1.2469, -0.1853, -0.8505], [-1.0238, 1.9151, 2.6422], [-0.1077, 0.0825, -0.4232], [-0.1064, 0.3081, 1.6280], [-0.9925, 0.6203, -0.3775], [0.0070, 0.1889, -2.0773], [1.3207, 0.8682, -0.4623], [-0.1986, 0.0400, -0.1605], [1.0891, 1.5707, -0.8123], [-0.1706, 0.4865, -0.8608], [-0.5541, -1.9583, -0.3975], [-5.1885, -1.6879, -0.1621], [-0.1701, 0.1452, 0.3053], [0.8984, -1.2517, -1.3720], [0.5786, 1.1120, 0.4505], [-0.7905, -1.4749, -0.5639], [2.3318, 0.4063, 0.2185]]
}